This record from OMol25 describes one molecule with the formula C3H5N2 at a distorted geometry. The level of theory is ωB97M-V/def2-TZVPD.

Output
multiplicity	2
E_HOMO (spin up / spin down)	-4.016 / -7.993	eV
HOMO-LUMO gap (spin up / spin down)	5.099 / 9.045	eV
<S²>	0.7562
ΔE to the lowest compared entry with this formula, charge and spin	1.1198	eV
molar mass	69.09	Da
LUMO energy (spin up / spin down)	1.083 / 1.052	eV

Last column: Mulliken charge in e.
Element x y z (Å)
N1 -0.406 1.052 -0.224  -0.11
N2 0.920 -0.647 0.341  -0.10
C1 0.870 0.722 0.268  -0.54
C2 -0.276 -1.171 -0.044  -0.38
C3 -1.179 -0.097 -0.322  -0.18
H1 -0.461 -2.331 -0.134  0.27
H2 -2.210 0.137 -0.758  0.30
H3 -0.784 2.014 -0.370  0.22
H4 1.545 1.663 0.306  0.27
H5 1.816 -1.039 0.728  0.24

This record from OMol25 describes an isolated ion of composition C3H5N2 and charge +1 at a distorted geometry. The level of theory is ωB97M-V/def2-TZVPD.

Output
E_HOMO (spin up / spin down)	-15.504 / -15.567	eV
total charge	+1
HOMO-LUMO gap (spin up / spin down)	8.041 / 8.144	eV
ΔE to the lowest compared entry with this formula, charge and spin	6.5920	eV
molar mass	69.09	Da
SMILES	C1#[N+]CNC1
LUMO energy (spin up / spin down)	-7.463 / -7.423	eV

Last column: Mulliken charge in e.
Element x y z (Å)
N1 -0.439 0.865 1.479  -0.13
N2 0.272 -0.403 -0.325  -0.34
C1 -1.036 -0.045 -0.636  -0.05
C2 0.792 0.739 0.932  -0.25
C3 -1.286 0.316 0.815  0.22
H1 -1.264 0.903 -1.083  0.21
H2 -1.754 -0.847 -0.984  0.35
H3 1.364 -0.076 1.363  0.34
H4 0.720 -1.331 -0.294  0.31
H5 1.075 1.644 0.475  0.36

This record from OMol25 describes a 2-piece molecular cluster, C3H5N2 overall at a distorted geometry. The level of theory is ωB97M-V/def2-TZVPD.

Output
E_HOMO (spin up / spin down)	-15.512 / -14.279	eV
total charge	+1
HOMO-LUMO gap (spin up / spin down)	9.639 / 6.133	eV
ΔE to the lowest compared entry with this formula, charge and spin	8.0916	eV
molar mass	69.09	Da
LUMO energy (spin up / spin down)	-5.873 / -8.146	eV

Last column: Mulliken charge in e.
Element x y z (Å)
N1 -1.042 0.968 0.073  0.02
N2 -0.632 -1.168 -0.053  0.01
C1 -1.610 -0.198 0.126  -0.02
C2 0.543 -0.633 -0.210  0.13
C3 0.371 0.842 -0.159  -0.28
H1 3.078 -2.080 0.565  0.07
H2 0.691 1.288 -1.107  0.31
H3 -1.540 1.841 0.186  0.21
H4 0.979 1.300 0.628  0.31
H5 -0.839 -2.160 -0.050  0.24

This record from OMol25 describes C3H5N2 as an isolated structure at a distorted geometry. The level of theory is ωB97M-V/def2-TZVPD.

Output
E_HOMO	-15.750	eV
total charge	+1
HOMO-LUMO gap	8.328	eV
ΔE to the lowest compared entry with this formula, charge and spin	5.6050	eV
molar mass	69.09	Da
LUMO energy	-7.422	eV

Last column: Mulliken charge in e.
Element x y z (Å)
N1 0.060 -1.553 -0.585  -0.18
N2 -0.343 0.649 0.472  -0.26
C1 0.877 -0.657 -0.585  0.52
C2 0.925 0.743 -0.296  -0.32
C3 -1.031 -0.717 0.097  -0.26
H1 0.918 1.492 -1.150  0.26
H2 -1.205 -1.255 1.070  0.31
H3 1.760 1.137 0.190  0.34
H4 -0.143 0.797 1.369  0.28
H5 -1.818 -0.635 -0.582  0.32

This record from OMol25 describes an isolated ion of composition C3H5N2O and charge +1 at a distorted geometry. The level of theory is ωB97M-V/def2-TZVPD.

Output
E_HOMO	-16.211	eV
total charge	+1
HOMO-LUMO gap	10.362	eV
ΔE to the lowest compared entry with this formula, charge and spin	2.4983	eV
molar mass	85.09	Da
LUMO energy	-5.849	eV

Last column: Mulliken charge in e.
Element x y z (Å)
O1 0.339 -0.850 -0.507  -0.33
N1 0.225 0.863 0.643  -0.53
N2 2.505 0.026 -0.009  -0.26
C1 -2.061 -0.022 -0.010  -1.00
C2 1.232 0.074 0.095  0.65
C3 -0.625 0.012 0.076  0.81
H1 3.126 0.840 0.140  0.33
H2 -2.411 -0.971 -0.166  0.35
H3 -2.589 0.315 0.947  0.33
H4 -2.542 0.628 -0.806  0.31
H5 2.801 -0.914 -0.403  0.34

This record from OMol25 describes an isolated ion of composition C3H5N2O and charge +1 at a distorted geometry. The level of theory is ωB97M-V/def2-TZVPD.

Output
E_HOMO	-16.319	eV
total charge	+1
HOMO-LUMO gap	10.521	eV
ΔE to the lowest compared entry with this formula, charge and spin	5.2496	eV
molar mass	85.09	Da
SMILES	C[n+]1ccno1
LUMO energy	-5.798	eV

Last column: Mulliken charge in e.
Element x y z (Å)
O1 -0.016 -1.300 -0.955  -0.14
N1 -0.235 -0.126 0.261  0.14
N2 0.705 -0.736 -1.804  0.03
C1 0.605 0.765 -0.145  0.13
C2 -1.136 -0.348 1.244  -0.62
C3 1.282 0.317 -1.445  -0.29
H1 0.737 1.673 0.307  0.48
H2 -2.138 -0.729 0.949  0.29
H3 2.098 0.874 -2.056  0.35
H4 -0.686 -1.076 2.012  0.30
H5 -1.217 0.684 1.633  0.33

This record from OMol25 describes an isolated ion of composition C3H5N2O2 and charge -1 at a distorted geometry. The level of theory is ωB97M-V/def2-TZVPD.

Output
E_HOMO	-3.638	eV
total charge	-1
HOMO-LUMO gap	7.746	eV
ΔE to the lowest compared entry with this formula, charge and spin	3.9399	eV
molar mass	101.08	Da
SMILES	[O-][N+]([O-])=NC1CC1
LUMO energy	4.108	eV

Last column: Mulliken charge in e.
Element x y z (Å)
O1 3.153 -1.210 -0.196  -0.70
O2 4.436 0.538 -0.165  -0.78
N1 3.296 -0.005 -0.006  1.13
N2 2.335 0.782 0.272  -0.80
C1 -0.346 0.644 0.249  -0.76
C2 0.216 -0.476 -0.632  -0.63
C3 0.915 -0.102 0.632  -0.07
H1 0.573 0.071 -1.476  0.24
H2 -0.278 1.615 -0.108  0.29
H3 0.100 -1.509 -0.897  0.30
H4 -1.180 0.500 0.957  0.20
H5 1.144 -0.450 1.570  0.60

This record from OMol25 describes a 2-piece molecular cluster, C3H5N2O2 overall at a distorted geometry. The level of theory is ωB97M-V/def2-TZVPD.

Output
E_HOMO (spin up / spin down)	-14.238 / -14.237	eV
total charge	+1
HOMO-LUMO gap (spin up / spin down)	8.591 / 8.589	eV
ΔE to the lowest compared entry with this formula, charge and spin	5.6880	eV
molar mass	101.08	Da
LUMO energy (spin up / spin down)	-5.647 / -5.648	eV

Last column: Mulliken charge in e.
Element x y z (Å)
O1 3.516 -0.896 0.340  -0.47
O2 -1.054 -0.839 -0.559  -0.42
N1 2.622 -0.172 0.150  0.59
N2 0.741 1.175 -0.423  -0.03
C1 1.924 0.567 -0.479  0.10
C2 -0.209 1.070 0.433  -0.17
C3 -1.987 -1.483 -0.123  -0.02
H1 0.703 1.894 -1.134  0.28
H2 -2.468 -2.210 -0.702  0.32
H3 -2.669 -1.272 0.856  0.19
H4 -0.952 1.927 0.447  0.33
H5 -0.167 0.240 1.194  0.31

This record from OMol25 describes a 2-piece molecular cluster, C3H5N2O2 overall at a distorted geometry. The level of theory is ωB97M-V/def2-TZVPD.

Output
E_HOMO	-13.893	eV
total charge	+1
HOMO-LUMO gap	9.256	eV
ΔE to the lowest compared entry with this formula, charge and spin	6.5866	eV
molar mass	101.08	Da
LUMO energy	-4.637	eV

Last column: Mulliken charge in e.
Element x y z (Å)
O1 0.656 -2.001 -0.234  -0.65
O2 2.188 1.227 0.055  -0.46
N1 -1.389 -0.631 -0.407  -0.04
N2 1.313 -1.023 -0.029  0.56
C1 1.626 0.095 -0.076  0.32
C2 -1.505 0.276 0.752  -0.15
C3 -0.848 0.457 -0.547  -0.21
H1 -0.986 0.095 1.752  0.24
H2 -1.432 -1.424 -0.985  0.29
H3 -2.563 0.623 0.781  0.26
H4 3.229 1.212 0.176  0.43
H5 -0.290 1.093 -1.240  0.43

This record from OMol25 describes an isolated ion of composition C3H5N2O2S and charge +1 at a distorted geometry. The level of theory is ωB97M-V/def2-TZVPD.

Output
E_HOMO (spin up / spin down)	-14.529 / -14.668	eV
total charge	+1
HOMO-LUMO gap (spin up / spin down)	5.890 / 7.285	eV
ΔE to the lowest compared entry with this formula, charge and spin	6.7706	eV
molar mass	133.15	Da
LUMO energy (spin up / spin down)	-8.639 / -7.383	eV

Last column: Mulliken charge in e.
Element x y z (Å)
S1 1.421 -1.081 -1.882  0.20
O1 -3.073 -1.404 0.065  -0.42
O2 -2.168 -1.109 2.033  -0.42
N1 -2.230 -1.096 0.839  0.95
N2 -0.549 0.443 0.132  0.04
C1 0.735 1.029 -0.260  -0.33
C2 -0.944 -0.748 0.123  -0.01
C3 1.796 -0.089 -0.441  -0.72
H1 1.802 -0.835 0.438  0.37
H2 0.715 1.339 -1.261  0.37
H3 0.863 1.892 0.512  0.34
H4 2.702 0.425 -0.631  0.40
H5 -1.068 1.235 0.332  0.24

This record from OMol25 describes an isolated ion of composition C3H5N2O2S and charge +1 at a distorted geometry. The level of theory is ωB97M-V/def2-TZVPD.

Output
E_HOMO	-15.948	eV
total charge	+1
HOMO-LUMO gap	8.827	eV
ΔE to the lowest compared entry with this formula, charge and spin	2.3392	eV
molar mass	133.15	Da
SMILES	[NH2+]=C1N=CCS1(=O)=O
LUMO energy	-7.122	eV

Last column: Mulliken charge in e.
Element x y z (Å)
S1 -0.587 1.569 0.036  0.94
O1 -1.692 1.786 -0.818  -0.47
O2 0.085 2.619 0.689  -0.46
N1 0.891 -0.526 0.169  -0.21
N2 0.971 0.280 -2.340  -0.44
C1 0.552 0.269 -0.729  0.45
C2 0.309 -0.429 1.348  0.14
C3 -1.002 0.095 1.359  -0.70
H1 -1.765 -0.350 0.726  0.38
H2 0.415 0.960 -2.839  0.31
H3 1.016 -0.662 -2.700  0.30
H4 -1.395 0.402 2.324  0.37
H5 0.911 -0.628 2.227  0.40

This record from OMol25 describes C3H5N3 as an isolated structure at a distorted geometry. The level of theory is ωB97M-V/def2-TZVPD.

Output
E_HOMO	-8.066	eV
HOMO-LUMO gap	8.294	eV
ΔE to the lowest compared entry with this formula, charge and spin	5.2970	eV
molar mass	83.09	Da
LUMO energy	0.227	eV

Last column: Mulliken charge in e.
Element x y z (Å)
N1 0.547 1.671 0.965  -0.45
N2 0.464 -1.640 -0.341  -0.08
N3 0.300 -1.598 -1.577  -0.54
C1 -0.122 -0.706 0.455  -0.21
C2 -1.154 0.697 -0.553  -0.55
C3 -0.146 0.735 0.257  0.31
H1 -1.443 0.264 -1.482  0.37
H2 -0.420 -1.105 1.423  0.38
H3 0.874 1.374 1.877  0.27
H4 0.138 2.597 0.950  0.27
H5 0.961 -2.288 -1.975  0.24